No. 1
{"formula": "C8H13CrN3O5", "method": "the ωB97M-V functional and the def2-TZVPD basis", "species": ["Cr", "O", "C", "O", "C", "O", "N", "C", "C", "H", "H", "H", "H", "C", "C", "H", "H", "H", "C", "O", "C", "O", "N", "N", "H", "H", "H", "H", "H", "H"], "positions_angstrom": [[-0.032, 0.098, -0.016], [0.564, -1.465, -1.353], [1.094, -1.374, -2.491], [0.375, 1.412, -1.581], [0.952, 1.117, -2.652], [1.252, 2.062, -3.516], [1.354, -0.131, -3.092], [1.961, 1.461, -4.656], [1.879, -0.019, -4.469], [2.998, 1.805, -4.628], [1.466, 1.799, -5.568], [2.846, -0.513, -4.543], [1.179, -0.476, -5.176], [1.430, -2.559, -3.240], [0.737, -3.697, -3.024], [2.261, -2.508, -3.956], [-0.104, -3.716, -2.332], [0.994, -4.604, -3.567], [-1.660, 3.022, 3.078], [-1.562, 1.597, 3.421], [-1.068, 0.875, 2.439], [-0.717, 1.384, 1.340], [-0.949, -0.449, 2.657], [-0.420, -1.230, 1.572], [-2.072, 3.465, 3.978], [-2.329, 3.169, 2.224], [-0.672, 3.436, 2.852], [-1.231, -0.867, 3.543], [0.420, -1.731, 1.895], [-1.091, -1.970, 1.324]], "lowdin_charge": [1.075, -0.035, -0.317, 0.030, -0.407, 0.138, 0.103, -0.039, -0.069, 0.151, 0.152, 0.142, 0.154, -0.051, 0.159, 0.126, 0.093, 0.101, 0.037, 0.054, -0.505, -0.040, 0.086, 0.024, 0.113, 0.113, 0.113, 0.197, 0.151, 0.150], "spin_multiplicity": 5, "max_force_ev_per_a": 1.81, "e_tot_ha": -1897.0876, "s2": 6.0090, "total_charge": 2, "orbital_gap_ev": [9.99, 10.00], "homo_ev": [-17.183, -17.347], "de_lowest_ev": 0.000}

***

No. 2
{"formula": "C5H8N2", "method": "the ωB97M-V functional and the def2-TZVPD basis", "species": ["C", "C", "C", "C", "N", "C", "N", "H", "H", "H", "H", "H", "H", "H", "H"], "positions_angstrom": [[-0.851, 1.162, -0.073], [-0.177, -0.192, -0.129], [1.306, -0.147, -0.485], [2.009, 0.837, 0.345], [2.501, 1.652, 1.002], [-0.681, -1.305, 0.707], [-0.875, -1.313, -0.745], [-1.006, 1.554, -1.086], [-1.819, 1.105, 0.436], [-0.229, 1.881, 0.470], [1.431, 0.128, -1.539], [1.761, -1.133, -0.348], [-1.539, -1.106, 1.345], [-0.003, -2.071, 1.081], [-1.829, -1.052, -0.982]], "lowdin_charge": [-0.025, -0.536, -0.112, -0.224, 0.147, -0.112, 0.052, 0.090, 0.085, 0.073, 0.130, 0.125, 0.108, 0.105, 0.096], "max_force_ev_per_a": 1.11, "e_tot_ha": -304.7890, "total_charge": 0, "orbital_gap_ev": 10.89, "homo_ev": -10.004, "smiles": "C[C@@]1(CC#N)CN1", "de_lowest_ev": 1.265}

***

No. 3
{"formula": "C22H29N3O4S", "method": "the ωB97M-V functional and the def2-TZVPD basis", "species": ["C", "H", "O", "C", "C", "C", "C", "C", "C", "O", "C", "H", "H", "H", "H", "C", "C", "C", "N", "N", "C", "C", "H", "H", "H", "C", "C", "H", "C", "H", "O", "C", "C", "H", "H", "H", "C", "H", "H", "H", "C", "H", "H", "H", "H", "H", "N", "C", "O", "C", "H", "H", "S", "H", "H", "H", "H", "H", "H"], "positions_angstrom": [[-0.368, 4.382, -4.051], [-1.018, 3.576, -4.595], [-0.289, 3.799, -2.709], [0.388, 2.797, -2.518], [0.782, 2.120, -3.556], [1.665, 0.947, -3.294], [1.875, 0.578, -1.958], [1.170, 1.144, -1.058], [0.539, 2.354, -1.326], [0.071, 3.005, -0.064], [-0.100, 4.227, -0.230], [0.571, 4.902, -0.710], [-0.544, 4.741, 0.954], [-1.075, 4.478, -0.674], [1.249, 0.878, -0.004], [2.509, -0.850, -1.635], [1.652, -1.414, -0.377], [0.364, -1.569, -0.393], [-0.043, -2.240, 0.852], [1.230, -2.253, 1.567], [2.066, -1.955, 0.712], [3.738, -2.024, 1.219], [4.103, -1.140, 1.236], [3.717, -2.373, 2.311], [3.980, -2.928, 0.495], [-1.364, -2.235, 1.434], [-1.433, -2.869, 2.723], [-0.329, -3.120, 3.078], [-2.285, -2.371, 3.622], [-3.352, -2.462, 3.238], [-2.071, -1.287, 4.019], [-1.798, -0.231, 2.988], [-2.522, 0.978, 3.289], [-3.672, 0.888, 3.172], [-2.407, 1.474, 4.268], [-2.173, 1.609, 2.530], [-0.364, 0.068, 3.212], [0.309, 0.990, 2.692], [0.472, -0.747, 3.075], [0.098, 0.448, 4.190], [-1.848, -0.701, 1.804], [-1.236, 0.020, 0.902], [-2.975, -0.724, 1.415], [-2.441, -2.929, 4.554], [-1.568, -4.084, 2.287], [-2.038, -2.677, 0.748], [-0.653, -1.342, -1.296], [-0.457, -1.630, -2.560], [-1.123, -1.343, -3.669], [0.777, -2.735, -3.073], [0.616, -3.566, -2.180], [0.465, -3.291, -3.944], [2.268, -2.282, -2.974], [-1.341, -0.686, -1.113], [3.499, -0.788, -1.252], [2.247, 0.207, -4.022], [0.827, 2.376, -4.628], [-0.945, 5.345, -4.116], [0.586, 4.515, -4.605]], "lowdin_charge": [-0.007, 0.130, -0.041, -0.472, 0.028, 0.034, -0.259, -0.018, -0.071, -0.051, -0.283, 0.086, 0.173, 0.075, 0.146, -0.207, -0.229, -0.227, 0.056, 0.148, -0.326, 0.057, -0.037, 0.086, 0.117, -0.243, -0.195, 0.162, -0.529, 0.158, 0.038, -0.672, -0.007, 0.134, 0.112, 0.073, -0.056, 0.152, 0.103, 0.099, -0.130, 0.207, 0.174, 0.163, 0.207, 0.134, 0.184, -0.325, -0.052, -0.577, 0.118, 0.076, 0.908, 0.133, 0.086, 0.131, 0.123, 0.105, 0.100], "max_force_ev_per_a": 17.69, "e_tot_ha": -1718.4306, "total_charge": 0, "orbital_gap_ev": 8.63, "homo_ev": -8.095, "de_lowest_ev": 21.079}

***

No. 4
{"formula": "C36H64BBrFN7O4", "method": "the ωB97M-V functional and the def2-TZVPD basis", "species": ["C", "C", "C", "Br", "C", "B", "O", "N", "C", "C", "O", "C", "O", "O", "C", "C", "C", "C", "C", "F", "H", "H", "H", "H", "H", "H", "H", "H", "H", "H", "H", "H", "H", "H", "H", "H", "H", "H", "H", "H", "H", "H", "C", "C", "C", "C", "N", "H", "H", "H", "H", "H", "H", "H", "C", "C", "C", "C", "N", "H", "H", "H", "H", "H", "H", "H", "C", "C", "C", "C", "N", "H", "H", "H", "H", "H", "H", "H", "C", "C", "C", "C", "N", "H", "H", "H", "H", "H", "H", "H", "C", "C", "C", "C", "N", "H", "H", "H", "H", "H", "H", "H", "C", "C", "C", "C", "N", "H", "H", "H", "H", "H", "H", "H"], "positions_angstrom": [[1.768, 3.117, 2.892], [0.416, 3.798, 2.686], [-0.671, 3.490, 3.716], [0.110, 3.525, 5.509], [-1.560, 2.217, 3.469], [-0.881, 1.028, 2.610], [-0.812, 1.280, 1.249], [-0.449, -0.239, 3.202], [1.003, -0.448, 2.966], [-1.175, -1.381, 2.621], [-2.005, 1.730, 4.754], [-3.104, 2.420, 5.123], [-3.572, 2.412, 6.213], [-3.610, 3.111, 4.085], [-2.928, 2.701, 2.857], [-2.870, 3.891, 1.902], [-3.824, 1.632, 2.221], [-4.279, 0.486, 3.126], [-5.019, -0.583, 2.357], [-4.244, -1.073, 1.305], [2.396, 3.707, 3.559], [2.299, 3.016, 1.944], [1.679, 2.131, 3.343], [0.574, 4.879, 2.707], [0.016, 3.583, 1.693], [-1.340, 4.345, 3.747], [0.062, 1.312, 0.848], [1.479, 0.396, 2.466], [1.170, -1.317, 2.327], [1.518, -0.617, 3.913], [-0.822, -2.294, 3.105], [-1.014, -1.478, 1.539], [-2.241, -1.305, 2.810], [-3.594, 4.640, 2.217], [-1.892, 4.353, 1.840], [-3.118, 3.566, 0.894], [-3.366, 1.259, 1.303], [-4.722, 2.177, 1.909], [-3.461, 0.063, 3.709], [-4.992, 0.875, 3.861], [-5.274, -1.429, 2.997], [-5.939, -0.186, 1.921], [3.268, -4.864, 0.242], [2.993, -3.732, -0.738], [4.011, -2.594, -0.612], [3.958, -1.936, 0.694], [3.887, -1.416, 1.716], [3.155, -4.527, 1.275], [2.575, -5.690, 0.084], [4.284, -5.241, 0.119], [1.985, -3.340, -0.585], [3.044, -4.086, -1.767], [3.843, -1.839, -1.382], [5.021, -2.983, -0.760], [-0.866, -3.442, -3.632], [-0.398, -3.084, -5.037], [0.644, -4.073, -5.571], [1.883, -4.050, -4.797], [2.856, -4.031, -4.188], [-0.042, -3.395, -2.918], [-1.639, -2.752, -3.294], [-1.281, -4.451, -3.610], [0.017, -2.074, -5.050], [-1.245, -3.092, -5.724], [0.887, -3.845, -6.611], [0.225, -5.080, -5.552], [-1.882, 6.894, 5.386], [-1.041, 7.975, 4.719], [-1.795, 8.691, 3.591], [-2.109, 7.774, 2.495], [-2.322, 7.047, 1.632], [-2.155, 6.108, 4.679], [-1.336, 6.424, 6.203], [-2.806, 7.311, 5.792], [-0.122, 7.542, 4.317], [-0.743, 8.724, 5.454], [-1.210, 9.518, 3.186], [-2.730, 9.109, 3.970], [7.686, -3.242, 1.515], [7.975, -4.540, 2.257], [8.387, -5.681, 1.318], [7.305, -6.042, 0.403], [6.427, -6.329, -0.279], [6.845, -3.362, 0.830], [7.433, -2.445, 2.212], [8.553, -2.920, 0.933], [7.096, -4.844, 2.826], [8.783, -4.389, 2.976], [8.661, -6.570, 1.888], [9.259, -5.395, 0.727], [-0.790, -8.382, -9.462], [0.414, -7.584, -8.979], [0.644, -7.716, -7.470], [-0.460, -7.153, -6.693], [-1.323, -6.690, -6.094], [-1.713, -8.021, -9.005], [-0.899, -8.300, -10.543], [-0.682, -9.440, -9.215], [0.288, -6.529, -9.232], [1.318, -7.926, -9.485], [1.561, -7.205, -7.170], [0.758, -8.766, -7.190], [-4.128, 7.606, -1.746], [-3.690, 6.956, -3.052], [-4.284, 5.555, -3.242], [-3.816, 4.627, -2.214], [-3.421, 3.907, -1.413], [-3.778, 7.038, -0.882], [-3.722, 8.614, -1.664], [-5.216, 7.677, -1.691], [-2.601, 6.890, -3.087], [-3.999, 7.568, -3.902], [-4.017, 5.147, -4.218], [-5.374, 5.595, -3.197]], "lowdin_charge": [-0.127, -0.282, -0.566, 0.832, -0.221, -0.504, 0.170, -0.085, -0.081, -0.071, 0.014, -0.611, 0.164, 0.090, -0.357, -0.006, -0.098, -0.153, -0.195, -0.062, 0.063, 0.082, 0.045, 0.110, 0.102, 0.055, 0.118, 0.052, 0.064, 0.093, 0.093, 0.094, 0.059, 0.094, 0.051, 0.045, 0.125, 0.139, 0.109, 0.134, 0.119, 0.120, -0.103, -0.261, -0.186, -0.229, 0.158, 0.071, 0.074, 0.030, 0.105, 0.063, 0.118, 0.108, -0.101, -0.253, -0.201, -0.215, 0.154, 0.063, 0.074, 0.075, 0.109, 0.108, 0.120, 0.060, -0.102, -0.250, -0.186, -0.208, 0.175, 0.055, 0.062, 0.082, 0.108, 0.108, 0.117, 0.121, -0.101, -0.256, -0.191, -0.223, 0.156, 0.051, 0.076, 0.078, 0.113, 0.107, 0.117, 0.119, -0.108, -0.260, -0.183, -0.233, 0.165, 0.073, 0.073, 0.077, 0.110, 0.109, 0.119, 0.123, -0.110, -0.262, -0.191, -0.213, 0.173, 0.051, 0.072, 0.076, 0.111, 0.105, 0.117, 0.120], "max_force_ev_per_a": 0.79, "e_tot_ha": -4793.1404, "total_charge": 0, "orbital_gap_ev": 8.91, "homo_ev": -8.361, "smiles": "CC[C@H](Br)[C@@]1(B(O)N(C)C)OC(=O)O[C@]1(C)CCCF.CCCC#N.CCCC#N.CCCC#N.CCCC#N.CCCC#N.CCCC#N"}

***

No. 5
{"formula": "C4H7P", "method": "the ωB97M-V functional and the def2-TZVPD basis", "species": ["C", "C", "P", "C", "C", "H", "H", "H", "H", "H", "H", "H"], "positions_angstrom": [[-1.522, -0.830, -2.007], [-0.564, -0.165, -1.141], [-0.570, 0.930, 0.299], [1.352, 1.080, 0.149], [-0.463, -0.648, 1.338], [-1.748, -1.073, -3.059], [1.772, 1.897, 0.754], [1.530, 1.592, -0.836], [1.748, 0.142, 0.092], [-1.408, -1.013, 1.444], [-0.067, -0.550, 2.380], [-0.061, -1.363, 0.587]], "lowdin_charge": [0.067, -0.369, 0.824, -0.310, -0.325, -0.002, 0.030, 0.039, -0.017, -0.024, 0.059, 0.029], "max_force_ev_per_a": 12.13, "e_tot_ha": -497.7713, "total_charge": 0, "orbital_gap_ev": 8.93, "homo_ev": -8.900, "smiles": "C#CP(C)C", "de_lowest_ev": 4.226}

***

No. 6
{"formula": "C4H8N2", "method": "the ωB97M-V functional and the def2-TZVPD basis", "species": ["C", "N", "C", "C", "C", "N", "H", "H", "H", "H", "H", "H", "H", "H"], "positions_angstrom": [[1.964, -0.286, -0.008], [1.641, -1.365, 0.785], [0.611, -1.102, -0.268], [-0.498, -0.405, 0.101], [-1.860, 0.026, -0.123], [-1.043, 0.470, 1.043], [0.739, 1.466, -1.406], [1.861, 0.681, 0.523], [1.331, -1.185, 1.750], [0.572, -1.802, -1.095], [0.184, 1.948, -1.491], [-2.678, -0.645, 0.133], [-2.080, 0.755, -0.908], [-0.742, 1.442, 0.964]], "lowdin_charge": [-0.094, -0.005, -0.287, -0.276, -0.093, 0.066, 0.041, 0.047, 0.112, 0.131, 0.061, 0.102, 0.099, 0.096], "max_force_ev_per_a": 0.32, "e_tot_ha": -266.4731, "total_charge": 0, "orbital_gap_ev": [7.76, 7.50], "homo_ev": [-7.473, -7.263], "de_lowest_ev": 6.773}

***

No. 7
{"formula": "C28H32Br2N4O3OsS", "method": "the ωB97M-V functional and the def2-TZVPD basis", "species": ["Os", "O", "C", "C", "C", "C", "C", "C", "C", "O", "N", "N", "C", "C", "Br", "C", "C", "C", "C", "C", "C", "C", "H", "H", "H", "H", "H", "H", "H", "H", "H", "H", "H", "H", "H", "H", "Br", "C", "C", "C", "C", "C", "C", "H", "H", "H", "H", "C", "C", "C", "O", "C", "H", "H", "H", "H", "H", "H", "H", "H", "C", "N", "C", "N", "S", "H", "H", "H", "H", "H", "H"], "positions_angstrom": [[0.296, -0.357, -0.791], [2.326, -5.140, 0.494], [1.023, -5.543, 0.191], [0.555, -6.835, 0.299], [-0.817, -7.083, 0.022], [-1.630, -6.026, -0.446], [-1.091, -4.734, -0.570], [0.212, -4.507, -0.228], [0.742, -3.093, -0.216], [-0.010, -2.160, -1.060], [0.809, -2.537, 1.126], [1.168, -1.180, 0.956], [1.599, -0.496, 1.964], [1.813, 0.874, 1.889], [1.057, 1.837, 0.365], [2.368, 1.600, 2.845], [3.065, 1.068, 4.005], [3.009, 2.009, 5.104], [3.672, 1.706, 6.270], [4.352, 0.455, 6.360], [4.451, -0.401, 5.300], [3.784, -0.097, 4.086], [2.928, -5.952, 0.656], [1.162, -7.617, 0.633], [-1.183, -8.037, 0.272], [-2.662, -6.162, -0.772], [-1.656, -3.901, -0.837], [1.737, -3.066, -0.654], [-0.088, -2.666, 1.542], [1.779, -0.896, 2.938], [2.354, 2.657, 2.725], [2.479, 2.938, 5.002], [3.743, 2.324, 7.159], [4.888, 0.296, 7.254], [4.919, -1.374, 5.430], [3.878, -0.781, 3.287], [-1.632, 2.161, -6.684], [-1.143, 1.554, -4.951], [0.185, 1.794, -4.490], [0.574, 1.302, -3.262], [-0.271, 0.427, -2.525], [-1.583, 0.213, -3.026], [-2.007, 0.848, -4.231], [0.899, 2.367, -5.037], [1.578, 1.465, -2.872], [-2.334, -0.471, -2.612], [-2.980, 0.652, -4.585], [-3.803, 0.668, 0.748], [-3.780, -0.872, 1.130], [-2.705, -1.354, 0.157], [-1.768, -0.254, 0.187], [-2.362, 0.999, 0.410], [-4.111, 1.256, 1.592], [-4.505, 0.758, -0.102], [-4.735, -1.317, 0.935], [-3.504, -1.003, 2.187], [-2.982, -1.537, -0.879], [-2.175, -2.223, 0.441], [-2.312, 1.660, -0.409], [-1.868, 1.409, 1.241], [-0.467, 6.058, -4.560], [-0.875, 4.964, -3.731], [-0.923, 5.049, -2.425], [-0.773, 6.219, -1.811], [-1.225, 3.580, -1.556], [-0.233, 5.680, -5.548], [0.423, 6.641, -4.251], [-1.280, 6.721, -4.797], [-0.712, 4.062, -4.081], [-0.705, 7.064, -2.357], [-0.938, 6.340, -0.843]], "lowdin_charge": [1.577, 0.022, -0.253, 0.016, -0.018, -0.039, -0.028, -0.134, -0.317, -0.307, 0.062, -0.151, -0.128, -0.523, 0.915, -0.043, -0.205, -0.002, -0.026, -0.038, -0.035, -0.019, 0.166, 0.104, 0.098, 0.111, 0.077, 0.150, 0.132, 0.142, 0.117, 0.115, 0.120, 0.105, 0.122, 0.106, 0.833, -0.672, -0.119, -0.147, -0.401, -0.048, -0.116, 0.110, 0.098, 0.105, 0.105, -0.097, -0.087, -0.154, -0.317, -0.244, 0.116, 0.134, 0.114, 0.128, 0.122, 0.083, 0.008, 0.100, -0.065, -0.033, -0.843, 0.143, 0.592, 0.091, 0.109, 0.093, 0.058, 0.108, 0.099], "spin_multiplicity": 5, "max_force_ev_per_a": 3.61, "e_tot_ha": -7167.0713, "s2": 6.0402, "total_charge": 2, "orbital_gap_ev": [6.34, 4.71], "homo_ev": [-12.951, -12.907], "de_lowest_ev": 1.863}

***

No. 8
{"formula": "C2H3NS3", "method": "the ωB97M-V functional and the def2-TZVPD basis", "species": ["S", "C", "N", "S", "C", "S", "H", "H", "H"], "positions_angstrom": [[-2.558, 0.066, -0.747], [-1.507, -0.765, 0.353], [-0.417, -0.060, 0.787], [0.300, 1.430, 0.223], [1.486, 0.873, -0.749], [2.127, -0.719, -0.436], [-1.404, -1.747, 0.998], [0.368, -0.597, 1.434], [1.605, 1.517, -1.864]], "lowdin_charge": [0.488, -0.698, -0.502, 0.829, -1.007, 0.518, 0.122, 0.121, 0.130], "max_force_ev_per_a": 5.41, "e_tot_ha": -1327.1957, "total_charge": 0, "orbital_gap_ev": 7.19, "homo_ev": -8.675, "smiles": "S=CNSC=S", "de_lowest_ev": 3.291}